{"formula": "C12H17N2O2PS", "method": "ωB97M-V/def2-TZVPD", "largest_force_ev_per_a": 2.336, "lumo_energy_ev": -7.929, "homo_lumo_gap_ev": 6.6, "charge": 2, "species": ["S", "P", "N", "C", "C", "C", "C", "C", "C", "N", "C", "C", "C", "C", "H", "H", "H", "H", "H", "H", "H", "H", "H", "H", "H", "C", "C", "O", "O", "H", "H", "H", "H", "H", "H"], "positions_angstrom": [[-5.168, -4.906, -0.318], [-3.443, -5.050, -1.129], [-2.231, -3.859, -0.449], [-2.718, -2.711, 0.041], [-1.860, -1.773, 0.579], [-0.493, -2.021, 0.613], [0.399, -0.977, 1.182], [0.474, 0.244, 0.525], [1.274, 1.247, 1.036], [1.954, 1.022, 2.167], [1.908, -0.147, 2.820], [1.132, -1.177, 2.344], [-0.015, -3.222, 0.108], [-0.916, -4.120, -0.424], [-3.448, -4.739, -2.496], [-2.832, -6.288, -0.886], [-3.778, -2.520, 0.012], [-2.250, -0.854, 0.984], [-0.081, 0.418, -0.380], [1.333, 2.207, 0.548], [2.523, 1.776, 2.534], [2.498, -0.217, 3.718], [1.090, -2.117, 2.868], [1.037, -3.447, 0.122], [-0.556, -5.050, -0.836], [1.850, 5.442, -1.987], [0.829, 4.341, -1.801], [0.679, 4.018, -0.401], [3.109, 5.063, -1.447], [1.990, 5.651, -3.046], [1.512, 6.359, -1.489], [1.172, 3.428, -2.286], [-0.138, 4.627, -2.219], [0.237, 4.761, 0.025], [2.928, 4.592, -0.629]], "forces_ev_per_angstrom": [[0.553, 0.162, -0.143], [-2.253, -0.394, 0.475], [0.028, -0.199, -0.234], [0.462, 0.655, 0.340], [0.008, -0.146, -0.128], [-0.207, 0.046, 0.195], [0.005, 0.049, -0.245], [0.164, 0.138, 0.202], [-0.388, -0.332, -0.277], [-0.087, 0.087, -0.242], [0.032, -0.138, 0.176], [0.098, 0.060, -0.073], [-0.203, 0.013, 0.037], [0.583, 0.116, 0.062], [0.700, -0.069, 0.016], [0.672, 0.317, -0.271], [-0.287, -0.369, -0.107], [-0.195, 0.091, -0.005], [-0.051, 0.130, -0.160], [0.124, 0.409, 0.045], [0.087, -0.013, 0.097], [0.089, -0.039, 0.153], [0.065, -0.092, 0.191], [0.169, -0.164, -0.071], [-0.223, -0.212, -0.087], [0.197, -0.024, 0.343], [-0.056, 0.141, -0.030], [0.058, -0.203, 0.005], [-0.104, -0.187, -0.244], [0.001, 0.018, -0.010], [-0.137, 0.019, -0.123], [0.007, -0.021, 0.013], [0.023, -0.007, -0.044], [0.012, 0.021, 0.029], [0.052, 0.136, 0.115]], "nbo_charge": [-0.37, 0.92, -0.53, 0.11, -0.20, 0.04, 0.04, -0.21, 0.11, -0.41, 0.11, -0.21, -0.20, 0.10, 0.03, 0.03, 0.28, 0.26, 0.26, 0.30, 0.46, 0.26, 0.27, 0.27, 0.26, -0.10, -0.10, -0.78, -0.70, 0.21, 0.17, 0.18, 0.19, 0.49, 0.46]}



{"formula": "C30H75CuN5NiO14S", "method": "ωB97M-V/def2-TZVPD", "multiplicity": 4, "largest_force_ev_per_a": 5.409, "lumo_energy_ev": [-0.098, -0.100], "homo_lumo_gap_ev": [2.9, 6.2], "charge": 0, "species": ["Ni", "Cu", "S", "O", "O", "O", "O", "C", "O", "C", "C", "N", "C", "C", "O", "C", "H", "H", "H", "H", "H", "H", "H", "H", "H", "H", "H", "H", "H", "H", "H", "C", "O", "C", "C", "N", "C", "C", "O", "C", "H", "H", "H", "H", "H", "H", "H", "H", "H", "H", "H", "H", "H", "H", "H", "C", "O", "C", "C", "N", "C", "C", "O", "C", "H", "H", "H", "H", "H", "H", "H", "H", "H", "H", "H", "H", "H", "H", "H", "C", "O", "C", "C", "N", "C", "C", "O", "C", "H", "H", "H", "H", "H", "H", "H", "H", "H", "H", "H", "H", "H", "H", "H", "C", "O", "C", "C", "N", "C", "C", "O", "C", "H", "H", "H", "H", "H", "H", "H", "H", "H", "H", "H", "H", "H", "H", "H"], "positions_angstrom": [[-2.116, -0.515, 0.688], [2.430, -4.042, -0.541], [0.144, -1.220, -0.466], [-1.236, -1.664, -0.594], [0.939, -2.285, 0.101], [0.730, -0.735, -1.711], [-0.212, -0.146, 0.495], [5.337, -2.475, 0.034], [4.460, -2.996, -1.035], [4.372, -2.034, -2.064], [3.533, -2.708, -3.158], [2.126, -2.974, -2.772], [1.420, -3.774, -3.777], [0.060, -4.350, -3.251], [0.210, -5.367, -2.202], [-0.895, -5.449, -1.307], [6.189, -1.922, -0.360], [5.674, -3.255, 0.717], [4.716, -1.760, 0.575], [5.350, -1.803, -2.487], [3.873, -1.132, -1.711], [4.077, -3.628, -3.372], [3.531, -2.117, -4.073], [1.690, -2.093, -2.540], [2.051, -4.591, -4.125], [1.197, -3.089, -4.595], [-0.558, -4.734, -4.063], [-0.572, -3.551, -2.861], [-0.841, -4.574, -0.658], [-0.800, -6.358, -0.713], [-1.834, -5.536, -1.852], [-6.384, -0.765, -2.414], [-6.084, -1.379, -1.180], [-4.921, -2.250, -1.261], [-4.343, -2.471, 0.133], [-4.070, -1.224, 0.907], [-4.072, -1.607, 2.360], [-2.829, -2.461, 2.700], [-1.690, -1.817, 2.279], [-0.461, -2.246, 2.827], [-5.592, -0.104, -2.764], [-7.325, -0.230, -2.286], [-6.537, -1.546, -3.159], [-4.123, -1.722, -1.783], [-5.139, -3.177, -1.791], [-3.446, -3.085, 0.049], [-5.009, -3.189, 0.610], [-4.937, -0.718, 0.794], [-5.029, -1.943, 2.758], [-3.990, -0.639, 2.854], [-2.946, -3.451, 2.259], [-2.904, -2.633, 3.774], [0.355, -1.585, 2.536], [-0.274, -3.305, 2.653], [-0.447, -2.074, 3.904], [2.936, 4.149, -0.319], [3.081, 3.310, -1.479], [1.902, 2.620, -1.902], [2.186, 1.784, -3.160], [0.912, 1.129, -3.555], [1.014, 0.443, -4.834], [0.746, 1.496, -5.976], [0.674, 0.893, -7.274], [0.510, 1.871, -8.301], [2.203, 3.780, 0.399], [2.752, 5.203, -0.528], [3.872, 4.194, 0.239], [1.113, 3.348, -2.090], [1.544, 1.933, -1.135], [2.825, 0.910, -3.032], [2.448, 2.409, -4.014], [0.835, 0.337, -2.933], [0.237, -0.321, -4.885], [1.967, -0.057, -5.004], [1.561, 2.220, -5.950], [-0.189, 2.022, -5.784], [1.351, 2.565, -8.319], [-0.344, 2.548, -8.294], [0.522, 1.395, -9.282], [0.810, 3.269, 3.106], [1.934, 2.456, 3.461], [1.538, 1.145, 3.692], [2.836, 0.472, 4.379], [2.830, 0.797, 5.801], [4.147, 0.563, 6.435], [4.085, 0.959, 7.950], [4.281, 2.377, 8.064], [4.729, 2.697, 9.325], [0.139, 2.790, 2.393], [1.259, 4.172, 2.693], [0.175, 3.514, 3.958], [1.441, 0.614, 2.745], [0.613, 1.011, 4.252], [3.633, 0.960, 3.818], [2.831, -0.595, 4.157], [2.572, 1.770, 5.886], [5.029, 0.969, 5.939], [4.269, -0.520, 6.400], [4.899, 0.423, 8.439], [3.136, 0.680, 8.408], [5.800, 2.530, 9.441], [4.298, 1.988, 10.032], [4.589, 3.757, 9.533], [-2.270, 0.988, 3.675], [-2.249, 0.967, 2.256], [-2.760, 2.160, 1.737], [-2.228, 2.298, 0.352], [-2.825, 1.238, -0.434], [-2.163, 1.298, -1.747], [-2.818, 2.359, -2.643], [-4.231, 2.174, -2.455], [-5.037, 3.156, -3.078], [-3.266, 1.108, 4.099], [-1.717, 1.862, 4.020], [-1.793, 0.162, 4.202], [-2.355, 2.996, 2.307], [-3.846, 2.189, 1.823], [-1.138, 2.319, 0.384], [-2.576, 3.269, 0.002], [-3.772, 1.448, -0.718], [-2.415, 0.383, -2.282], [-1.076, 1.359, -1.698], [-2.484, 2.222, -3.672], [-2.551, 3.353, -2.283], [-6.083, 2.857, -3.016], [-4.849, 3.210, -4.150], [-4.874, 4.146, -2.651]], "forces_ev_per_angstrom": [[-0.521, 0.720, -0.014], [-0.187, -0.084, -0.043], [1.429, -0.911, 0.247], [-3.677, -2.842, -2.767], [0.510, 0.229, 0.379], [-0.313, 0.064, 0.586], [2.172, 3.020, 1.630], [-1.381, 0.038, -0.501], [2.028, 0.608, 1.199], [-1.346, -0.783, -0.697], [-0.424, 0.149, 0.092], [1.736, -1.300, 0.584], [-1.071, 0.238, 1.155], [0.261, -0.162, 1.066], [0.187, 0.594, -1.340], [0.715, 0.174, -0.442], [0.094, -0.230, -0.327], [-0.288, -0.179, -0.380], [0.110, 0.066, 0.339], [0.176, 0.143, 0.083], [0.070, 0.318, 0.158], [-0.357, -0.295, -0.086], [0.331, 0.341, -0.263], [-0.434, -0.057, -0.115], [0.063, 0.068, 0.069], [-0.291, -0.322, -0.656], [0.299, -0.469, -0.367], [0.245, 0.456, 0.356], [-0.455, 0.099, 0.183], [0.301, 0.076, -0.025], [-0.277, 0.267, -0.083], [-0.265, -0.492, -0.116], [1.032, -0.718, 0.586], [0.373, 1.808, 0.380], [-0.328, -1.280, -0.673], [-1.041, -2.411, 0.546], [1.053, 1.428, -0.056], [-2.423, -0.628, 0.535], [0.188, 0.827, -0.325], [0.854, 0.055, 1.180], [0.098, 0.165, 0.112], [0.136, 0.101, -0.005], [-0.079, 0.001, -0.304], [-0.034, 0.137, -0.598], [-0.099, -0.103, 0.177], [0.400, 0.449, -0.325], [-0.493, 0.482, 0.817], [0.040, 0.791, -0.348], [0.053, -0.929, -0.459], [0.379, -0.024, 0.274], [0.259, -0.188, -0.264], [0.554, 0.158, 0.336], [-0.296, -0.380, -0.952], [0.158, 0.170, -0.404], [-0.605, -0.244, 0.464], [0.384, -0.431, -0.108], [-0.051, 0.332, 0.639], [0.748, -0.047, -0.075], [-1.587, -0.226, -0.465], [-0.040, 0.026, -0.279], [-0.804, 1.449, -1.557], [0.273, -1.092, 0.177], [-0.417, 0.720, -0.103], [0.955, -0.017, -0.299], [-0.297, -0.176, -0.178], [-0.516, 0.008, -0.572], [0.272, -0.467, -0.238], [-0.215, 0.033, -0.317], [-0.001, -0.084, 0.357], [1.084, 0.672, 0.404], [0.656, 0.083, 0.304], [-0.504, 0.465, 0.543], [-0.082, -0.038, 0.031], [0.359, -0.032, -0.067], [0.104, 0.244, -0.136], [-0.128, 0.032, 0.254], [0.437, 0.021, 0.191], [-0.656, -0.426, 0.697], [-0.102, -0.380, 0.223], [0.905, 0.082, 0.050], [-1.523, 1.231, -0.010], [2.618, -2.308, 0.214], [-2.416, 1.235, -0.582], [0.950, -0.234, -0.238], [-1.593, -0.521, 1.402], [0.792, 0.389, -1.883], [-0.463, -0.736, -1.135], [0.788, -0.084, 0.892], [0.251, -0.218, -0.444], [-0.405, 0.089, -0.048], [0.165, 0.102, 0.420], [-0.399, 0.034, -0.331], [0.032, 0.272, 0.421], [0.443, -0.149, 0.006], [0.102, -0.094, 0.374], [0.133, 0.262, 0.053], [-0.054, 0.552, -0.061], [0.154, -0.187, 0.099], [0.146, 0.048, 0.261], [-0.115, -0.108, -0.084], [0.472, -0.092, -0.248], [-0.470, 0.568, 0.624], [-0.514, -0.168, 0.152], [0.308, 0.597, 0.928], [0.023, -0.848, 1.098], [0.657, 1.086, 0.426], [-1.714, 1.059, 0.628], [2.514, -0.535, -1.022], [-0.751, -0.941, -1.661], [0.080, 0.116, 1.140], [0.213, 0.033, -0.462], [0.001, -0.216, -0.480], [-0.378, -0.129, -0.298], [0.115, 0.209, -0.109], [-0.015, -0.463, -0.874], [-0.107, 0.161, 0.339], [-0.246, -0.039, -0.197], [-0.066, -0.568, -0.319], [0.162, 0.328, -0.202], [-0.636, 0.047, 0.744], [0.333, -0.429, 0.188], [-0.146, 0.131, 0.091], [-0.182, 0.063, -0.093], [0.015, 0.368, -0.262], [0.064, 0.015, 0.475], [0.339, 0.044, -0.156], [-0.071, 0.071, 0.148]], "mulliken_charge": [0.84, 0.41, 0.02, -0.95, -0.29, -1.14, -0.61, -0.79, -0.23, -0.37, -0.86, 0.88, -1.00, 0.11, -0.35, -0.62, 0.34, 0.28, 0.18, 0.47, 0.20, 0.40, 0.40, -0.38, 0.49, 0.32, 0.51, -0.26, 0.11, 0.35, 0.30, -0.60, -0.38, -0.53, -0.80, 0.10, -0.87, -0.75, 0.75, -1.22, 0.16, 0.25, 0.34, 0.12, 0.52, 0.18, 0.53, 0.34, 0.58, 0.10, 0.42, 0.51, 0.17, 0.28, 0.39, -0.48, -0.45, 0.27, -0.71, 0.25, -0.22, -0.55, -0.34, -0.79, -0.02, 0.30, 0.32, 0.31, -0.12, 0.10, 0.42, 0.38, 0.30, 0.02, 0.35, 0.25, 0.32, 0.30, 0.28, -0.46, -0.36, 0.06, -0.83, -0.27, -0.80, -0.51, -0.30, -0.75, -0.18, 0.38, 0.39, 0.03, 0.13, 0.34, 0.47, 0.26, 0.34, 0.41, 0.45, 0.32, 0.28, 0.33, 0.23, -1.32, 0.65, -0.83, -0.59, 0.54, -0.29, -1.22, -0.21, -0.96, 0.37, 0.34, 0.24, 0.64, 0.30, -0.16, 0.44, 0.38, 0.03, -0.11, 0.55, 0.48, 0.24, 0.35, 0.33]}



{"formula": "C32H29F10N5O3", "method": "ωB97M-V/def2-TZVPD", "largest_force_ev_per_a": 4.622, "lumo_energy_ev": 0.285, "homo_lumo_gap_ev": 9.1, "charge": 0, "smiles": "O=C(OF)OCCC(F)(F)C(F)(F)C(F)(F)C(F)(F)F.c1ccncc1.c1ccncc1.c1ccncc1.c1ccncc1.c1ccncc1", "species": ["O", "C", "O", "F", "O", "C", "C", "C", "F", "F", "C", "F", "F", "C", "F", "F", "C", "F", "F", "F", "H", "H", "H", "H", "N", "C", "C", "C", "C", "C", "H", "H", "H", "H", "H", "N", "C", "C", "C", "C", "C", "H", "H", "H", "H", "H", "N", "C", "C", "C", "C", "C", "H", "H", "H", "H", "H", "N", "C", "C", "C", "C", "C", "H", "H", "H", "H", "H", "N", "C", "C", "C", "C", "C", "H", "H", "H", "H", "H"], "positions_angstrom": [[4.006, 0.600, 1.378], [3.607, 1.640, 1.925], [2.778, 1.511, 3.106], [2.286, 0.231, 3.098], [3.860, 2.944, 1.476], [3.609, 3.087, 0.055], [2.034, 3.036, -0.325], [1.228, 4.339, 0.102], [0.809, 5.042, -1.075], [2.192, 5.223, 0.711], [0.075, 4.145, 1.181], [0.547, 4.337, 2.513], [-0.861, 5.214, 0.977], [-0.769, 2.795, 1.110], [-1.951, 3.042, 1.882], [-0.151, 1.696, 1.779], [-1.315, 2.391, -0.350], [-1.614, 3.476, -1.173], [-2.561, 1.731, -0.121], [-0.515, 1.405, -0.988], [4.123, 4.028, -0.326], [4.081, 2.217, -0.536], [1.649, 2.053, 0.097], [2.003, 2.967, -1.475], [-4.161, 0.282, -4.642], [-3.805, 0.499, -3.366], [-4.627, 0.238, -2.281], [-5.893, -0.272, -2.525], [-6.288, -0.504, -3.835], [-5.391, -0.214, -4.850], [-2.807, 0.901, -3.227], [-4.285, 0.430, -1.273], [-6.566, -0.488, -1.702], [-7.269, -0.901, -4.062], [-5.652, -0.381, -5.890], [4.902, -2.916, -0.508], [4.458, -4.176, -0.369], [3.940, -4.686, 0.810], [3.878, -3.849, 1.915], [4.332, -2.543, 1.800], [4.829, -2.127, 0.575], [4.529, -4.793, -1.259], [3.594, -5.709, 0.864], [3.480, -4.211, 2.856], [4.299, -1.862, 2.641], [5.191, -1.116, 0.434], [1.076, -4.833, 0.828], [0.586, -3.587, 0.916], [-0.755, -3.273, 0.761], [-1.644, -4.305, 0.495], [-1.164, -5.602, 0.396], [0.195, -5.812, 0.571], [1.321, -2.815, 1.122], [-1.096, -2.249, 0.845], [-2.700, -4.099, 0.366], [-1.829, -6.431, 0.189], [0.618, -6.810, 0.507], [-4.278, -4.796, 2.471], [-3.919, -4.594, 3.749], [-4.743, -4.853, 4.832], [-6.016, -5.347, 4.585], [-6.413, -5.564, 3.273], [-5.513, -5.277, 2.260], [-2.917, -4.203, 3.890], [-4.400, -4.673, 5.842], [-6.691, -5.562, 5.406], [-7.399, -5.949, 3.044], [-5.776, -5.433, 1.219], [4.010, 5.462, -2.340], [3.518, 5.530, -3.587], [3.460, 6.697, -4.330], [3.933, 7.866, -3.753], [4.445, 7.825, -2.465], [4.463, 6.607, -1.806], [3.158, 4.590, -3.993], [3.055, 6.692, -5.334], [3.904, 8.801, -4.303], [4.822, 8.719, -1.983], [4.856, 6.523, -0.797]], "forces_ev_per_angstrom": [[-1.378, 4.078, 1.685], [1.052, -3.102, -2.043], [1.322, 2.606, -1.606], [-0.072, -0.900, 0.049], [-1.355, -2.205, 1.387], [-0.208, -0.405, -2.115], [1.069, -0.017, -0.434], [2.672, 1.118, -0.511], [0.256, -1.671, 2.730], [-2.187, -1.363, -0.954], [-1.048, 2.450, 1.197], [-0.795, -0.967, -3.221], [1.785, -2.342, 0.299], [-1.521, -0.537, 2.321], [2.582, -0.326, -1.681], [-0.986, 2.548, -2.095], [-2.224, -2.068, -0.909], [1.366, -2.576, 1.864], [2.820, 1.426, -0.618], [-1.600, 2.965, 1.309], [-0.928, -1.185, 0.871], [-0.673, 1.200, 1.159], [0.135, 1.373, -0.460], [-0.091, 0.134, 1.821], [-0.389, -0.117, 0.489], [-0.036, -0.046, -0.564], [-0.124, -0.054, 0.000], [-0.061, -0.026, 0.046], [0.051, 0.026, 0.132], [0.524, 0.198, -0.071], [-0.025, -0.017, 0.059], [-0.008, -0.006, -0.079], [0.044, 0.015, -0.047], [0.054, 0.019, -0.018], [-0.047, -0.010, 0.051], [-0.248, -0.205, 0.559], [0.211, 0.438, -0.088], [0.279, 0.032, 0.032], [0.101, 0.015, 0.083], [-0.074, -0.226, 0.051], [0.210, -0.163, -0.663], [-0.036, -0.033, 0.050], [0.018, 0.113, -0.028], [-0.010, 0.008, -0.072], [-0.001, 0.015, -0.086], [-0.028, -0.115, 0.073], [-0.985, 0.054, -0.038], [0.365, -0.439, 0.003], [-0.034, -0.163, -0.035], [-0.162, 0.093, -0.109], [0.028, 0.106, 0.007], [0.390, 0.344, 0.107], [-0.008, 0.021, -0.006], [0.036, -0.033, -0.007], [0.086, -0.049, 0.083], [0.035, 0.033, 0.028], [-0.065, -0.008, -0.017], [-0.478, -0.129, 0.489], [0.035, -0.021, -0.564], [-0.128, -0.048, -0.041], [-0.054, -0.018, 0.071], [0.046, 0.018, 0.115], [0.511, 0.188, -0.053], [-0.022, -0.018, 0.044], [0.008, 0.003, -0.063], [0.042, 0.013, -0.051], [0.056, 0.017, -0.015], [-0.057, -0.013, 0.047], [-0.040, 0.546, -0.309], [0.153, -0.197, 0.493], [0.043, 0.093, 0.069], [0.000, 0.071, -0.033], [-0.046, -0.014, -0.127], [-0.136, -0.529, -0.059], [-0.003, 0.059, -0.060], [0.011, -0.031, 0.058], [0.000, -0.060, 0.036], [-0.013, -0.067, 0.002], [-0.013, 0.085, -0.016]], "mulliken_charge": [-0.39, 0.66, -0.12, -0.07, -0.36, -0.37, -0.72, 0.90, -0.35, -0.33, 0.60, -0.27, -0.28, 0.37, -0.30, -0.18, 0.75, -0.22, -0.25, -0.23, 0.08, 0.39, 0.35, 0.36, -0.52, -0.24, -0.15, -0.50, -0.26, -0.28, 0.45, 0.39, 0.38, 0.36, 0.35, -0.64, -0.31, -0.05, -0.41, -0.17, -0.35, 0.36, 0.35, 0.36, 0.34, 0.52, -0.09, 0.00, -0.91, -0.06, -0.66, -0.18, 0.40, 0.45, 0.35, 0.36, 0.36, -0.20, -0.10, -0.64, -0.12, -0.57, -0.15, 0.36, 0.36, 0.36, 0.36, 0.36, -0.24, -0.19, -0.62, -0.08, -0.72, 0.01, 0.36, 0.36, 0.37, 0.36, 0.35]}